[1]
# C16H32BBr3ClNO3P

A structure of composition C16H32BBr3ClNO3P (ωB97M-V/def2-TZVPD, OMol25).

E_HOMO = -11.918 eV
molecular weight = 603.39 g mol⁻¹
strongest force on any atom = 3.48 eV Å⁻¹

Geometry as ORCA input:
```
! wB97M-V def2-TZVPD RIJCOSX def2/J DEFGRID3
* xyz 1 1
C 2.40 -1.90 2.94
C 3.03 -1.73 1.70
C 2.29 -2.04 0.33
O 1.40 -2.90 0.29
O 2.75 -1.33 -0.79
C 1.63 -0.92 -1.64
C 2.26 0.00 -2.79
C 2.09 1.57 -2.52
C 2.54 2.05 -1.07
C 1.67 3.22 -0.43
C 0.09 3.08 -0.59
P -0.67 1.73 0.52
Cl 0.81 0.75 1.69
N -1.49 0.65 -0.56
C -2.44 -0.29 0.11
C -1.71 -1.41 1.02
C -2.66 -2.72 0.93
C -2.25 -3.72 -0.24
B -1.84 2.55 1.85
O -2.43 1.71 2.87
C -2.19 4.12 1.91
C -2.84 4.46 3.35
H 1.31 -2.20 2.92
H 2.99 -1.76 3.89
H 4.10 -1.32 1.65
H 0.92 -0.25 -1.04
H 1.03 -1.80 -2.02
H 3.36 -0.30 -2.87
H 1.72 -0.26 -3.76
H 1.04 1.85 -2.83
H 2.79 2.09 -3.27
H 3.60 2.47 -1.18
H 2.66 1.18 -0.33
H 1.89 3.22 0.70
H 2.04 4.23 -0.81
H -0.29 2.98 -1.65
H -0.36 4.06 -0.18
H -2.01 1.18 -1.28
H -2.94 -0.89 -0.73
H -3.29 0.22 0.67
H -0.72 -1.71 0.56
H -1.64 -1.05 2.09
H -3.73 -2.37 0.70
H -2.73 -3.27 1.93
H -1.95 -4.73 0.20
H -1.39 -3.30 -0.87
H -3.13 -3.93 -0.95
H -3.41 1.80 2.81
H -1.23 4.74 1.83
H -2.87 4.47 1.07
H -2.20 4.12 4.22
H -3.06 5.57 3.36
H -3.84 3.92 3.38
C 1.72 -5.23 -3.32
Br 2.19 -6.65 -4.55
Br 3.29 -4.37 -2.57
Br 0.52 -3.94 -4.13
H 1.19 -5.69 -2.49
*
```

Atomic partial charges in e from the Mulliken method, atoms 1 to 8: -0.727 -0.291 0.809 -0.515 -0.373 0.993 -0.950 -0.563

---

[2]
# C2H8N4

A cluster of 2 separate species, C2H8N4 in total (ωB97M-V/def2-TZVPD, OMol25).

E_HOMO = -7.036 eV
molecular weight = 88.11 g mol⁻¹
strongest force on any atom = 2.66 eV Å⁻¹
relative energy (zero: lowest compared OMol25 entry of this formula, charge and spin) = 165.17 kcal/mol

Geometry as ORCA input:
```
! wB97M-V def2-TZVPD RIJCOSX def2/J DEFGRID3
* xyz 0 1
C 0.04 0.00 -1.28
C 1.06 -1.54 0.26
N -0.43 1.58 -0.07
N -1.09 0.74 0.85
N 0.12 1.37 1.22
N -0.06 -1.02 -0.48
H -0.85 0.29 -1.83
H -1.95 1.17 1.29
H 0.95 0.42 -1.70
H 2.04 -1.12 -0.01
H 0.80 -1.48 1.26
H 1.14 -2.61 0.33
H -0.80 2.51 -0.21
H -0.96 -0.31 0.36
*
```

Atomic partial charges in e from the Mulliken method, atoms 1 to 8: -0.287 -0.786 -0.124 -0.048 -0.679 -0.482 0.332 0.267

---

[3]
# ClH4N2OP

A cluster of 2 separate species, ClH4N2OP in total (ωB97M-V/def2-TZVPD, OMol25).

E_HOMO = -9.586 eV
structure (SMILES) = [H]/N=P/N.OCl
molecular weight = 114.47 g mol⁻¹
strongest force on any atom = 2.89 eV Å⁻¹
relative energy (zero: lowest compared OMol25 entry of this formula, charge and spin) = 99.58 kcal/mol

Geometry as ORCA input:
```
! wB97M-V def2-TZVPD RIJCOSX def2/J DEFGRID3
* xyz 0 1
H 1.07 0.48 1.86
N 0.34 0.40 1.20
P -0.07 -1.00 0.81
N -1.33 -0.70 -0.24
H -1.48 0.22 -0.60
H -1.76 -1.43 -0.82
O 0.31 1.39 -1.49
Cl 1.37 0.20 -2.34
H 0.71 1.60 -0.64
*
```

Atomic partial charges in e from the Mulliken method, atoms 1 to 8: 0.224 -0.473 0.135 -0.373 0.281 0.238 -0.436 0.023

---

[4]
# C3H6N2O2

An isolated molecule of C3H6N2O2 (ωB97M-V/def2-TZVPD, OMol25).

E_HOMO = -9.429 eV
structure (SMILES) = O=C1NNCCO1
molecular weight = 102.09 g mol⁻¹
strongest force on any atom = 6.14 eV Å⁻¹
relative energy (zero: lowest compared OMol25 entry of this formula, charge and spin) = 86.17 kcal/mol

Geometry as ORCA input:
```
! wB97M-V def2-TZVPD RIJCOSX def2/J DEFGRID3
* xyz 0 1
O 2.07 -0.18 1.81
C 1.25 -0.02 0.92
N 0.97 -1.16 0.18
N -0.41 -1.15 -0.44
C -1.16 0.03 -0.19
C -0.16 1.18 -0.45
O 0.71 1.08 0.56
H 0.71 -1.99 0.97
H -0.24 -1.22 -1.51
H -2.00 -0.10 -0.83
H -1.52 0.10 0.85
H -0.71 2.16 -0.45
H 0.49 1.27 -1.42
*
```

Atomic partial charges in e from the Mulliken method, atoms 1 to 8: -0.609 0.574 -0.288 -0.388 -0.548 -0.251 -0.289 0.351

---

[5]
# C6H9ClNO

The ion C6H9ClNO with charge +1 (ωB97M-V/def2-TZVPD, OMol25).

E_HOMO = -13.367 eV
structure (SMILES) = [NH3+][C@]1(O)C=CC=C[C@H]1Cl
molecular weight = 146.60 g mol⁻¹
strongest force on any atom = 4.55 eV Å⁻¹
relative energy (zero: lowest compared OMol25 entry of this formula, charge and spin) = 13.90 kcal/mol

Geometry as ORCA input:
```
! wB97M-V def2-TZVPD RIJCOSX def2/J DEFGRID3
* xyz 1 1
N 0.66 2.03 0.42
C 0.21 0.63 -0.14
O 0.50 0.81 -1.52
C -1.36 0.47 -0.03
C -1.86 -0.76 -0.08
C -0.96 -1.95 -0.16
C 0.36 -1.73 0.08
C 0.97 -0.46 0.57
Cl 2.71 -0.31 0.13
H 0.11 2.31 1.15
H 0.47 2.70 -0.27
H 1.72 2.05 0.67
H 0.70 -0.04 -1.81
H -1.87 1.35 -0.32
H -2.88 -1.02 -0.19
H -1.37 -2.91 -0.30
H 0.89 -2.63 0.18
H 1.01 -0.54 1.62
*
```

Atomic partial charges in e from the Mulliken method, atoms 1 to 8: -0.211 0.462 -0.488 -0.902 -0.311 -0.371 -0.800 0.036

---

[6]
# C5H27N2O8

A cluster of 8 separate species, C5H27N2O8 in total (ωB97M-V/def2-TZVPD, OMol25).

E_HOMO = -6.137 eV
molecular weight = 243.28 g mol⁻¹
strongest force on any atom = 1.88 eV Å⁻¹
relative energy (zero: lowest compared OMol25 entry of this formula, charge and spin) = 0.00 kcal/mol

Geometry as ORCA input:
```
! wB97M-V def2-TZVPD RIJCOSX def2/J DEFGRID3
* xyz -1 1
N 1.49 1.37 -2.15
C 1.04 -0.01 -2.31
C 2.13 -0.95 -2.82
C 0.51 -0.44 -0.95
N -0.33 -1.63 -1.01
C -0.92 -1.96 0.28
C 0.06 -2.32 1.39
O 0.53 -1.26 2.22
H 2.06 1.45 -1.33
H 2.04 1.67 -2.95
H 0.23 0.00 -3.02
H 1.76 -1.98 -2.93
H 2.55 -0.57 -3.75
H 2.99 -0.95 -2.12
H -0.10 0.35 -0.57
H 1.35 -0.56 -0.29
H 0.22 -2.41 -1.33
H -1.58 -2.81 0.11
H -1.55 -1.14 0.61
H 0.91 -2.81 0.94
H -0.45 -3.02 2.06
H 2.82 0.98 1.36
H 1.46 1.72 1.27
O 2.39 1.80 0.98
H -3.14 -0.69 -1.70
H -3.89 0.60 -1.13
O -3.97 -0.19 -1.79
H -2.77 2.51 -0.08
H -3.51 1.63 0.93
O -3.65 2.08 0.04
H -1.76 0.98 2.23
H -2.88 -0.04 2.71
O -2.74 0.92 2.49
H 0.09 1.56 2.85
H 0.17 -0.27 2.06
O -0.15 1.14 2.01
H 3.38 -1.44 1.26
H 2.21 -0.95 2.12
O 3.17 -0.80 1.93
H -0.72 2.46 0.86
H -0.43 2.88 -0.61
O -1.01 3.08 0.14
*
```

Atomic partial charges in e from the Mulliken method, atoms 1 to 8: -0.504 0.259 -1.406 -0.040 -0.291 -0.723 -0.365 -0.704

---

[7]
# C4H9NO

A cluster of 2 separate species, C4H9NO in total (ωB97M-V/def2-TZVPD, OMol25).

E_HOMO = -9.107 eV
molecular weight = 87.12 g mol⁻¹
strongest force on any atom = 8.74 eV Å⁻¹
relative energy (zero: lowest compared OMol25 entry of this formula, charge and spin) = 171.87 kcal/mol

Geometry as ORCA input:
```
! wB97M-V def2-TZVPD RIJCOSX def2/J DEFGRID3
* xyz 0 1
O -0.26 -2.11 0.19
C -0.66 -0.94 -0.09
C 0.11 0.32 -0.78
C 0.16 0.06 0.77
C -0.43 1.26 1.53
N -0.34 1.62 -1.01
H -1.72 -0.96 -0.42
H 0.80 0.04 -1.59
H 1.51 -2.58 -1.33
H 1.10 -0.37 1.11
H -0.90 1.89 0.78
H -1.12 1.03 2.33
H 0.40 1.87 1.89
H 2.20 -2.81 -1.44
H -0.84 1.67 -1.95
*
```

Atomic partial charges in e from the Mulliken method, atoms 1 to 8: -0.528 0.201 -0.112 -0.139 -1.189 -0.620 0.382 0.429

---

[8]
# CH4FN

An isolated molecule of CH4FN (ωB97M-V/def2-TZVPD, OMol25).

E_HOMO = -10.564 eV
structure (SMILES) = NCF
molecular weight = 49.05 g mol⁻¹
strongest force on any atom = 3.77 eV Å⁻¹
relative energy (zero: lowest compared OMol25 entry of this formula, charge and spin) = 0.00 kcal/mol

Geometry as ORCA input:
```
! wB97M-V def2-TZVPD RIJCOSX def2/J DEFGRID3
* xyz 0 1
N 0.73 -0.68 0.02
C -0.28 0.49 -0.24
F -1.33 0.55 0.62
H 1.06 -0.53 0.98
H 0.17 -1.53 0.07
H -0.66 0.30 -1.25
H 0.30 1.41 -0.20
*
```

Now the Mulliken charges, all in e: -0.599 -0.104 -0.276 0.241 0.245 0.239 0.253

---

[9]
# C19H23N3O6

An isolated molecule of C19H23N3O6 (ωB97M-V/def2-TZVPD, OMol25).

E_HOMO = -8.536 eV
structure (SMILES) = COc1cc(/C=C/C(=O)OCC(=O)NC(=O)NC(C)(C)C)ccc1OCC#N
molecular weight = 389.41 g mol⁻¹
strongest force on any atom = 0.92 eV Å⁻¹
relative energy (zero: lowest compared OMol25 entry of this formula, charge and spin) = 52.15 kcal/mol

Geometry as ORCA input:
```
! wB97M-V def2-TZVPD RIJCOSX def2/J DEFGRID3
* xyz 0 1
C 0.82 -3.31 -5.57
O 1.46 -2.10 -5.89
C 1.19 -1.01 -5.14
C 0.35 -0.97 -4.05
C 0.14 0.21 -3.33
C -0.75 0.17 -2.19
C -1.06 1.18 -1.36
C -1.96 0.95 -0.24
O -2.52 -0.10 0.02
O -2.11 2.06 0.51
C -3.00 1.99 1.62
C -2.33 1.46 2.89
O -2.20 2.16 3.87
N -1.92 0.17 2.78
C -1.19 -0.61 3.72
O -0.87 -1.73 3.39
N -0.94 0.00 4.88
C -0.18 -0.59 5.99
C -0.14 0.45 7.10
C 1.23 -0.94 5.51
C -0.90 -1.85 6.47
C 0.80 1.37 -3.73
C 1.66 1.35 -4.82
C 1.87 0.18 -5.53
O 2.69 0.04 -6.61
C 3.49 1.13 -7.00
C 2.74 2.25 -7.54
N 2.13 3.12 -7.96
H 1.17 -4.04 -6.30
H 1.08 -3.65 -4.56
H -0.27 -3.22 -5.65
H -0.17 -1.86 -3.73
H -1.21 -0.79 -1.98
H -0.68 2.18 -1.45
H -3.86 1.35 1.37
H -3.33 3.02 1.80
H -2.13 -0.32 1.92
H -1.27 0.95 4.98
H -1.14 0.71 7.42
H 0.42 0.07 7.95
H 0.36 1.36 6.75
H 1.80 -1.37 6.33
H 1.74 -0.04 5.16
H 1.18 -1.66 4.70
H -0.36 -2.30 7.30
H -1.91 -1.61 6.80
H -0.97 -2.58 5.66
H 0.66 2.29 -3.20
H 2.14 2.26 -5.12
H 4.14 0.74 -7.79
H 4.12 1.49 -6.16
*
```

Atomic partial charges in e from the Mulliken method, atoms 1 to 8: -0.931 -0.419 0.640 -0.426 0.624 0.151 -1.101 0.606

---

[10]
# C3H5NO4

An isolated molecule of C3H5NO4 (ωB97M-V/def2-TZVPD, OMol25).

E_HOMO = -10.481 eV
structure (SMILES) = O=C(O)/C(CO)=N/O
molecular weight = 119.08 g mol⁻¹
strongest force on any atom = 6.31 eV Å⁻¹
relative energy (zero: lowest compared OMol25 entry of this formula, charge and spin) = 94.34 kcal/mol

Geometry as ORCA input:
```
! wB97M-V def2-TZVPD RIJCOSX def2/J DEFGRID3
* xyz 0 1
O 2.06 -1.19 0.06
C 1.46 -0.13 -0.07
O 2.20 0.94 -0.10
C -0.03 0.09 0.05
C -0.86 -1.05 0.43
O -1.85 -1.36 -0.52
N -0.40 1.28 -0.05
O -1.87 1.23 0.11
H 1.49 1.71 -0.56
H -0.13 -1.84 0.65
H -1.26 -0.49 1.47
H -2.60 -0.81 -0.27
H -2.38 2.06 0.14
*
```

Atomic partial charges in e from the Mulliken method, atoms 1 to 8: -0.560 0.307 -0.500 0.916 -0.476 -0.495 -0.460 -0.451

---

[11]
# C8H16NP

A cluster of 2 separate species, C8H16NP in total (ωB97M-V/def2-TZVPD, OMol25).

E_HOMO = -8.069 eV
structure (SMILES) = CC(C)P=C=N.C=CCC
molecular weight = 157.20 g mol⁻¹
strongest force on any atom = 3.59 eV Å⁻¹
relative energy (zero: lowest compared OMol25 entry of this formula, charge and spin) = 52.05 kcal/mol

Geometry as ORCA input:
```
! wB97M-V def2-TZVPD RIJCOSX def2/J DEFGRID3
* xyz 0 1
C -2.25 0.92 1.09
C -2.84 -0.03 0.02
C -2.88 -1.45 0.44
P -1.96 0.25 -1.78
C -0.79 1.39 -1.44
N -0.13 2.34 -1.14
H -2.64 0.76 2.14
H -1.23 0.71 1.32
H -2.33 2.00 0.88
H -3.80 0.26 -0.31
H -1.86 -1.85 0.75
H -3.27 -2.19 -0.26
H -3.64 -1.53 1.30
H 0.82 2.38 -1.29
C 2.05 1.11 1.39
C 1.98 -0.01 0.69
C 3.00 -0.26 -0.34
C 2.40 -0.45 -1.77
H 2.74 1.86 1.06
H 1.37 1.36 2.09
H 1.50 -0.88 0.96
H 3.84 0.53 -0.39
H 3.72 -0.95 0.03
H 2.64 -1.44 -2.06
H 1.35 -0.38 -1.71
H 2.81 0.21 -2.48
*
```

Atomic partial charges in e from the Mulliken method, atoms 1 to 8: -1.221 0.296 -1.211 -0.274 0.437 -0.469 0.367 0.184

---

[12]
# C4H6LiO6

A structure of composition C4H6LiO6 (ωB97M-V/def2-TZVPD, OMol25).

E_HOMO (alpha / beta) = -5.213 / -9.326 eV
molecular weight = 157.03 g mol⁻¹
strongest force on any atom = 3.73 eV Å⁻¹

Geometry as ORCA input:
```
! wB97M-V def2-TZVPD RIJCOSX def2/J DEFGRID3
* xyz 0 2
O 0.04 2.04 3.38
C -0.56 1.00 2.65
C 0.35 0.52 1.53
O -0.43 -0.26 0.63
C 0.19 -1.05 -0.24
O 1.20 -0.74 -0.88
H 0.63 1.67 4.04
H -1.49 1.40 2.21
H -0.83 0.15 3.30
H 1.16 -0.11 1.92
H 0.79 1.38 1.00
O -0.64 -1.96 -0.75
H -0.29 -2.85 -0.63
C -0.32 -0.04 -5.12
O -0.90 -0.15 -6.17
O 0.03 -0.75 -4.18
Li 1.05 -0.24 -2.68
*
```

Atomic partial charges in e from the Mulliken method, atoms 1 to 8: -0.519 -0.519 -0.236 -0.231 0.768 -0.729 0.317 0.311

---

Asked for total energy across the records above, the calculation gives -9457.46079, -299.76750, -988.63225, -377.82201, -823.90223, -918.24111, -287.55856, -195.10626, -1353.54417, -472.91910, -710.38253, -614.98682 Eh in order.